[1]
Entry from OMol25: a molecular structure, C38H21BrCl2F4N5O6PSn in a non-equilibrium geometry (the ωB97M-V functional and the def2-TZVPD basis).

Atoms and positions in Å:
1 Sn 0.39 1.14 1.37
2 O -4.15 -0.37 3.09
3 C -2.95 0.02 2.53
4 O -1.87 -0.49 2.84
5 C -3.17 1.22 1.68
6 C -4.41 1.73 1.37
7 C -4.46 2.91 0.61
8 C -3.34 3.62 0.28
9 C -2.12 3.13 0.74
10 N -2.02 1.96 1.42
11 C -0.87 3.91 0.65
12 O -0.85 5.11 0.04
13 O 0.22 3.45 1.07
14 H -3.96 -1.14 3.63
15 H -5.32 1.24 1.71
16 H -5.46 3.28 0.29
17 H -3.33 4.51 -0.33
18 H -1.75 5.44 -0.19
19 Cl -0.25 1.91 -3.76
20 C 1.22 1.89 -2.90
21 C 2.39 2.08 -3.59
22 C 3.65 2.09 -2.99
23 Cl 5.02 2.62 -3.87
24 C 3.75 1.72 -1.60
25 C 4.94 1.64 -0.89
26 C 4.93 1.44 0.48
27 C 3.72 1.25 1.13
28 N 2.56 1.26 0.44
29 C 2.52 1.46 -0.91
30 C 1.21 1.57 -1.52
31 O 0.12 1.42 -0.86
32 H 2.39 2.21 -4.65
33 H 5.88 1.81 -1.45
34 H 5.85 1.38 1.06
35 H 3.65 1.14 2.22
36 F 1.57 -7.50 1.58
37 C 1.11 -6.36 1.07
38 C 0.32 -6.35 -0.05
39 F 0.11 -7.48 -0.73
40 C -0.16 -5.12 -0.47
41 F -0.80 -5.21 -1.68
42 C 0.14 -3.92 0.15
43 P -0.27 -2.21 -0.35
44 C -2.06 -2.28 -0.62
45 C -2.61 -1.37 -1.52
46 C -3.93 -1.51 -1.96
47 C -4.83 -2.34 -1.30
48 C -4.36 -3.11 -0.22
49 C -3.00 -3.08 0.11
50 C 0.42 -2.33 -2.02
51 C 1.79 -2.09 -2.13
52 C 2.48 -2.26 -3.33
53 C 1.70 -2.43 -4.50
54 C 0.32 -2.66 -4.40
55 C -0.31 -2.63 -3.16
56 C 1.01 -3.94 1.25
57 Br 1.64 -2.40 2.18
58 C 1.45 -5.18 1.71
59 F 2.23 -5.28 2.79
60 H -1.97 -0.61 -1.97
61 H -4.31 -0.91 -2.82
62 H -5.86 -2.37 -1.63
63 H -4.99 -3.80 0.37
64 H -2.64 -3.73 0.93
65 H 2.36 -1.86 -1.22
66 H 3.55 -2.25 -3.38
67 H 2.18 -2.38 -5.45
68 H -0.25 -2.87 -5.29
69 H -1.38 -2.89 -3.06
70 N 3.13 4.29 3.81
71 C 1.95 3.59 3.78
72 O 1.85 2.42 3.34
73 C 0.83 4.33 4.38
74 C 1.02 5.62 4.94
75 N 1.26 6.69 5.34
76 C -0.44 3.74 4.49
77 N -1.50 3.24 4.50
78 H 3.19 5.28 4.13
79 H 3.94 3.92 3.34

Results
relative energy (zero: lowest compared OMol25 entry of this formula, charge and spin): 0.0 kJ/mol
total charge: 0
LUMO level: -1.6 eV
E_tot: -6635.45788 hartree
Kohn-Sham gap: 5.4 eV


[2]
Entry from OMol25: a molecular structure, C38H24ClFN6O8S4Sr in a non-equilibrium geometry (the ωB97M-V functional and the def2-TZVPD basis).

Atoms and positions in Å:
1 Sr -0.90 -0.13 1.26
2 C 4.43 -5.92 1.77
3 C 4.69 -4.87 2.85
4 C 6.15 -4.44 2.82
5 C 6.43 -3.39 3.87
6 C 5.51 -2.22 3.66
7 C 5.89 -0.94 4.01
8 C 5.02 0.12 3.83
9 F 5.45 1.35 4.19
10 C 3.76 -0.05 3.32
11 C 3.36 -1.34 2.96
12 C 1.98 -1.51 2.45
13 O 1.23 -0.53 2.45
14 C 1.65 -2.84 2.02
15 C 2.56 -3.83 2.20
16 N 3.82 -3.69 2.70
17 C 4.24 -2.42 3.10
18 C 0.34 -3.26 1.32
19 O 0.04 -4.46 1.39
20 O -0.25 -2.33 0.71
21 H 5.23 -6.66 1.81
22 H 4.43 -5.46 0.78
23 H 3.49 -6.44 1.90
24 H 4.48 -5.32 3.83
25 H 6.39 -4.06 1.82
26 H 6.77 -5.33 2.98
27 H 7.47 -3.07 3.85
28 H 6.25 -3.83 4.86
29 H 6.87 -0.75 4.43
30 H 3.07 0.77 3.18
31 H 2.25 -4.82 1.91
32 O -6.92 0.31 3.56
33 C -6.93 1.18 2.58
34 O -7.89 1.90 2.37
35 C -5.69 1.29 1.76
36 C -5.51 2.17 0.72
37 Cl -6.50 3.42 0.10
38 N -4.28 1.97 0.21
39 N -3.65 0.98 0.85
40 C -4.47 0.57 1.80
41 C -3.95 -0.53 2.72
42 O -4.73 -1.01 3.57
43 O -2.77 -0.85 2.50
44 C -3.59 2.66 -0.84
45 C -2.36 3.23 -0.56
46 C -1.67 3.86 -1.58
47 C -2.20 3.91 -2.86
48 C -3.43 3.31 -3.13
49 C -4.13 2.68 -2.12
50 H -6.01 -0.17 3.65
51 H -1.96 3.16 0.45
52 H -0.70 4.29 -1.36
53 H -1.67 4.41 -3.65
54 H -3.84 3.34 -4.13
55 H -5.08 2.20 -2.31
56 O 1.93 7.01 1.20
57 C 1.45 5.88 1.19
58 S 0.32 5.25 2.37
59 C 0.16 3.61 1.75
60 C 0.90 3.32 0.65
61 S 1.04 1.83 -0.26
62 S 1.90 4.63 0.03
63 S -0.99 2.63 2.64
64 N -0.21 2.19 -9.70
65 C -0.47 1.81 -8.64
66 C -0.80 1.35 -7.32
67 C -1.64 0.25 -7.17
68 C -1.96 -0.20 -5.90
69 C -1.44 0.44 -4.77
70 C -0.59 1.54 -4.93
71 C -0.27 1.98 -6.20
72 N -1.76 -0.02 -3.49
73 C -2.73 -0.95 -3.13
74 C -2.69 -1.02 -1.78
75 N -1.72 -0.18 -1.29
76 C -1.18 0.40 -2.32
77 H -2.05 -0.24 -8.04
78 H -2.60 -1.06 -5.79
79 H -0.19 2.05 -4.07
80 H 0.39 2.84 -6.32
81 H -3.35 -1.44 -3.86
82 H -3.28 -1.63 -1.12
83 H -0.38 1.12 -2.24

Results
total charge: -2
LUMO level: 3.3 eV
E_tot: -4576.87576 hartree
Kohn-Sham gap: 4.6 eV


[3]
Entry from OMol25: a molecular structure, C38H24F4IIrN4OP2 in a non-equilibrium geometry (the ωB97M-V functional and the def2-TZVPD basis).

Atoms and positions in Å:
1 Ir 0.19 -1.14 -1.05
2 C 2.21 0.36 0.90
3 C 0.91 0.99 0.43
4 P -0.71 0.06 0.86
5 C -1.19 -1.58 1.63
6 C -1.42 -2.76 0.91
7 C -1.86 -3.92 1.52
8 C -2.11 -3.94 2.88
9 C -1.90 -2.79 3.63
10 C -1.45 -1.64 3.01
11 C -1.67 1.20 1.89
12 C -1.02 2.17 2.65
13 C -1.72 2.88 3.62
14 C -3.07 2.62 3.84
15 C -3.72 1.66 3.08
16 C -3.02 0.95 2.12
17 P 1.89 -1.47 0.97
18 C 3.42 -2.27 0.44
19 C 4.66 -1.69 0.69
20 C 5.83 -2.35 0.31
21 C 5.75 -3.60 -0.28
22 C 4.52 -4.20 -0.50
23 C 3.36 -3.53 -0.14
24 C 1.97 -1.64 2.80
25 C 2.60 -2.74 3.36
26 C 2.63 -2.91 4.74
27 C 2.02 -1.97 5.57
28 C 1.37 -0.88 5.01
29 C 1.33 -0.72 3.64
30 H 2.57 0.76 1.85
31 H 3.00 0.53 0.17
32 H 0.93 0.93 -0.66
33 H 0.76 2.05 0.64
34 H -1.76 -2.59 -0.76
35 H -2.01 -4.80 0.91
36 H -2.45 -4.85 3.36
37 H -2.07 -2.79 4.69
38 H -1.28 -0.76 3.60
39 H 0.02 2.40 2.50
40 H -1.21 3.64 4.19
41 H -3.61 3.18 4.59
42 H -4.77 1.46 3.23
43 H -3.54 0.18 1.55
44 H 4.73 -0.73 1.18
45 H 6.79 -1.88 0.49
46 H 6.66 -4.11 -0.57
47 H 4.46 -5.18 -0.96
48 H 2.40 -4.01 -0.30
49 H 3.07 -3.48 2.73
50 H 3.13 -3.77 5.17
51 H 2.05 -2.10 6.64
52 H 0.89 -0.15 5.65
53 H 0.80 0.13 3.23
54 I 1.47 -2.52 -2.88
55 O -0.92 -2.96 -0.43
56 F -0.22 2.57 -7.41
57 C -1.01 3.01 -6.45
58 C -1.90 3.98 -6.71
59 F -1.97 4.50 -7.92
60 C -2.79 4.50 -5.68
61 C -2.40 4.16 -4.32
62 C -1.52 3.19 -4.07
63 F -1.16 2.92 -2.81
64 C -0.91 2.41 -5.13
65 C -0.31 1.21 -4.91
66 C -0.31 0.58 -3.63
67 N -0.32 0.07 -2.60
68 C 0.31 0.41 -5.94
69 N 0.78 -0.26 -6.74
70 F -2.90 4.86 -3.32
71 C -3.91 5.22 -5.96
72 C -4.82 5.68 -4.95
73 N -5.56 6.02 -4.15
74 C -4.34 5.51 -7.30
75 N -4.71 5.72 -8.37

Results
relative energy (zero: lowest compared OMol25 entry of this formula, charge and spin): 94.3 kJ/mol
total charge: +1
LUMO level (alpha / beta): -5.5 / -5.5 eV
multiplicity: 2
E_tot: -3240.49899 hartree
⟨S²⟩: 0.766
Kohn-Sham gap (alpha / beta): 5.0 / 4.9 eV


[4]
Entry from OMol25: a molecular structure, C38H24F5N2O2PSeZn (the ωB97M-V functional and the def2-TZVPD basis).

Atoms and positions in Å:
1 Zn 0.01 0.73 -0.05
2 O 1.01 2.32 0.76
3 C 1.81 2.13 1.74
4 C 3.00 2.91 1.84
5 C 3.89 2.76 2.87
6 C 3.66 1.83 3.90
7 C 2.51 1.07 3.85
8 C 1.58 1.19 2.81
9 C 0.37 0.39 2.88
10 N -0.49 0.35 1.94
11 N -1.64 -0.37 2.12
12 C -2.31 -0.41 0.98
13 O -1.96 0.11 -0.14
14 C -3.60 -1.16 1.02
15 C -3.94 -1.98 2.10
16 C -5.15 -2.65 2.11
17 C -6.04 -2.52 1.04
18 C -5.69 -1.73 -0.04
19 C -4.48 -1.06 -0.06
20 H 3.17 3.63 1.05
21 H 4.80 3.37 2.89
22 H 4.37 1.71 4.71
23 H 2.32 0.35 4.63
24 H 0.19 -0.19 3.79
25 H -3.23 -2.07 2.91
26 H -5.42 -3.28 2.95
27 H -6.99 -3.05 1.05
28 H -6.37 -1.63 -0.88
29 H -4.17 -0.45 -0.90
30 C -2.98 -3.24 -2.95
31 C -1.97 -2.31 -3.15
32 C -0.94 -2.18 -2.23
33 C -0.92 -2.97 -1.08
34 C -1.96 -3.88 -0.87
35 C -2.97 -4.03 -1.80
36 P 0.32 -2.76 0.27
37 C 0.98 -4.48 0.40
38 C 0.93 -5.46 -0.59
39 C 1.46 -6.72 -0.38
40 C 2.07 -7.03 0.83
41 C 2.12 -6.07 1.83
42 C 1.58 -4.82 1.62
43 C 1.68 -1.88 -0.57
44 C 2.83 -2.55 -1.01
45 C 3.85 -1.85 -1.63
46 C 3.72 -0.48 -1.82
47 C 2.56 0.16 -1.42
48 C 1.50 -0.49 -0.77
49 H -3.78 -3.34 -3.67
50 H -1.98 -1.68 -4.02
51 H -0.16 -1.45 -2.39
52 H -1.96 -4.48 0.03
53 H -3.77 -4.74 -1.63
54 H 0.46 -5.23 -1.54
55 H 1.42 -7.47 -1.17
56 H 2.50 -8.02 0.99
57 H 2.58 -6.31 2.79
58 H 1.60 -4.07 2.40
59 H 2.93 -3.61 -0.87
60 H 4.75 -2.36 -1.95
61 H 4.52 0.08 -2.30
62 H 2.47 1.23 -1.58
63 F 5.14 4.00 -4.52
64 C 3.91 3.62 -4.11
65 C 3.34 2.46 -4.59
66 F 4.02 1.71 -5.49
67 C 2.09 2.07 -4.16
68 F 1.60 0.94 -4.68
69 C 1.33 2.81 -3.24
70 Se -0.37 2.25 -2.68
71 C 1.94 3.98 -2.79
72 F 1.31 4.79 -1.94
73 C 3.20 4.38 -3.21
74 F 3.75 5.53 -2.75

Results
relative energy (zero: lowest compared OMol25 entry of this formula, charge and spin): 25.7 kJ/mol
total charge: -2
LUMO level: 4.2 eV
E_tot: -6743.99395 hartree
Kohn-Sham gap: 6.0 eV


[5]
Entry from OMol25: a molecular structure, C38H25Br2Cl5CsN6O3 (the ωB97M-V functional and the def2-TZVPD basis).

Atoms and positions in Å:
1 Cs 0.26 -1.21 -1.12
2 O 6.49 2.46 2.18
3 C 6.59 1.43 1.20
4 C 5.22 1.10 0.67
5 C 5.08 0.06 -0.24
6 C 3.81 -0.24 -0.71
7 N 2.72 0.42 -0.34
8 C 2.86 1.42 0.52
9 C 4.09 1.80 1.05
10 C 1.61 2.15 0.89
11 C 1.64 3.51 1.18
12 C 0.45 4.17 1.46
13 C 0.43 5.66 1.71
14 O 1.55 6.11 2.46
15 C -0.73 3.43 1.46
16 C -0.65 2.08 1.16
17 N 0.48 1.44 0.89
18 H 7.38 2.69 2.46
19 H 7.03 0.53 1.63
20 H 7.22 1.75 0.37
21 H 5.93 -0.53 -0.56
22 H 3.66 -1.06 -1.41
23 H 4.17 2.60 1.77
24 H 2.56 4.06 1.15
25 H -0.51 5.93 2.20
26 H 0.48 6.18 0.76
27 H 1.60 5.58 3.27
28 H -1.68 3.90 1.66
29 H -1.56 1.48 1.15
30 C -4.54 2.96 -2.79
31 C -5.45 1.92 -2.59
32 C -5.03 0.74 -2.00
33 C -3.70 0.60 -1.61
34 C -2.80 1.63 -1.82
35 C -3.22 2.82 -2.40
36 N -3.17 -0.58 -1.03
37 N -4.00 -1.41 -0.64
38 C -3.43 -2.61 -0.13
39 C -4.08 -3.21 0.93
40 C -3.54 -4.37 1.47
41 C -2.39 -4.90 0.90
42 C -1.84 -4.22 -0.19
43 N -2.34 -3.11 -0.70
44 H -4.87 3.88 -3.27
45 H -6.48 2.02 -2.91
46 H -5.71 -0.09 -1.85
47 H -1.76 1.50 -1.53
48 H -2.51 3.62 -2.57
49 H -4.98 -2.76 1.33
50 H -4.00 -4.86 2.32
51 H -1.92 -5.79 1.29
52 H -0.93 -4.59 -0.65
53 Cl -0.17 -1.05 -4.50
54 C -0.24 0.72 -4.48
55 C 0.22 1.38 -3.36
56 C 0.10 2.75 -3.42
57 Cl 0.59 3.70 -2.01
58 C -0.43 3.46 -4.50
59 Cl -0.57 5.19 -4.49
60 C -0.88 2.73 -5.60
61 Cl -1.57 3.56 -6.97
62 C -0.79 1.34 -5.60
63 Cl -1.37 0.45 -6.96
64 Br 3.13 -6.08 -0.39
65 C 2.04 -5.40 1.02
66 C 1.85 -6.18 2.15
67 C 1.05 -5.75 3.18
68 Br 0.82 -6.88 4.70
69 C 0.42 -4.49 3.11
70 C -0.43 -3.96 4.11
71 C -1.01 -2.74 3.94
72 C -0.75 -2.02 2.76
73 N 0.03 -2.48 1.81
74 C 0.62 -3.69 1.95
75 C 1.44 -4.13 0.82
76 O 1.56 -3.44 -0.22
77 H 2.33 -7.15 2.21
78 H -0.61 -4.55 5.01
79 H -1.67 -2.32 4.70
80 H -1.19 -1.05 2.60

Results
relative energy (zero: lowest compared OMol25 entry of this formula, charge and spin): 19.4 kJ/mol
total charge: -1
LUMO level: 1.6 eV
E_tot: -9486.54429 hartree
Kohn-Sham gap: 6.1 eV


[6]
Entry from OMol25: a molecular structure, C38H25Br2NO3PRhS (the ωB97M-V functional and the def2-TZVPD basis).

Atoms and positions in Å:
1 Rh 0.39 -0.25 -0.18
2 C 2.74 1.64 -5.24
3 C 2.86 2.82 -4.51
4 C 2.38 2.88 -3.21
5 C 1.79 1.76 -2.63
6 C 1.67 0.59 -3.37
7 C 2.15 0.53 -4.67
8 P 1.15 1.79 -0.94
9 C -0.04 3.15 -0.89
10 C -0.31 3.77 0.33
11 C -1.36 4.67 0.43
12 C -2.13 4.97 -0.69
13 C -1.85 4.36 -1.91
14 C -0.81 3.45 -2.01
15 C 2.48 2.19 0.21
16 C 3.19 3.36 0.24
17 C 4.21 3.54 1.19
18 C 4.49 2.55 2.09
19 C 3.75 1.34 2.10
20 C 4.00 0.32 3.06
21 C 3.24 -0.81 3.05
22 C 2.21 -0.99 2.10
23 C 1.93 -0.05 1.13
24 C 2.72 1.15 1.14
25 H 3.12 1.60 -6.25
26 H 3.32 3.69 -4.96
27 H 2.45 3.81 -2.66
28 H 1.18 -0.28 -2.93
29 H 2.05 -0.39 -5.24
30 H 0.27 3.52 1.21
31 H -1.58 5.14 1.38
32 H -2.95 5.67 -0.61
33 H -2.46 4.59 -2.78
34 H -0.62 2.96 -2.96
35 H 2.97 4.16 -0.46
36 H 4.78 4.46 1.21
37 H 5.27 2.68 2.83
38 H 4.79 0.46 3.79
39 H 3.42 -1.59 3.78
40 H 1.64 -1.91 2.14
41 Br -3.11 0.67 -3.88
42 C -3.26 1.10 -2.06
43 C -4.31 1.82 -1.59
44 C -4.35 2.17 -0.22
45 Br -5.80 3.22 0.33
46 C -3.35 1.80 0.72
47 C -3.34 2.13 2.07
48 C -2.25 1.70 2.87
49 C -1.23 0.99 2.31
50 N -1.22 0.66 0.98
51 C -2.26 1.04 0.20
52 C -2.19 0.67 -1.17
53 O -1.19 0.01 -1.63
54 H -5.10 2.15 -2.25
55 H -4.15 2.71 2.50
56 H -2.21 1.94 3.92
57 H -0.38 0.66 2.88
58 O 5.40 -5.83 -1.70
59 C 4.11 -6.15 -1.92
60 O 3.82 -7.18 -2.47
61 C 3.09 -5.18 -1.41
62 C 3.36 -3.83 -1.25
63 C 2.37 -2.97 -0.78
64 C 1.10 -3.46 -0.48
65 S -0.20 -2.43 0.10
66 C 0.83 -4.82 -0.65
67 C 1.82 -5.67 -1.12
68 H 5.47 -5.06 -1.13
69 H 4.32 -3.41 -1.51
70 H 2.59 -1.91 -0.65
71 H -0.15 -5.20 -0.42
72 H 1.61 -6.72 -1.27

Results
total charge: 0
LUMO level (alpha / beta): 0.1 / -2.4 eV
multiplicity: 5
E_tot: -7741.66510 hartree
⟨S²⟩: 6.059
Kohn-Sham gap (alpha / beta): 5.6 / 5.8 eV